# 1
Molecular formula: C4H8N6O
Method: DFT, wB97M-V/def2-TZVPD

Properties
energy relative to the best compared isomer or geometry (same formula, charge and spin)	92.84	kJ/mol
HOMO	-9.302	eV
energy	-560.8179	Eh
LUMO	0.37	eV
F_max	10.92	eV Å⁻¹
charge	0
SMILES	Cc1nnc(NN)n(N)c1=O
orbital gap	0.356	Eh

```
19
C4H8N6O | the OMol25 dataset | wB97M-V/def2-TZVPD
C -3.251 -0.376 0.139
C -1.753 -0.526 -0.034
N -1.206 -1.628 -0.120
N 0.145 -1.665 -0.274
C 0.830 -0.605 -0.293
N 2.195 -0.646 -0.404
N 2.881 0.002 0.639
N 0.251 0.746 -0.248
N 1.002 1.883 -0.426
C -1.148 0.848 -0.004
O -1.669 1.894 0.123
H -3.507 0.274 -0.787
H -3.411 -0.006 0.979
H -3.721 -1.550 0.191
H 2.534 -1.695 -0.507
H 3.735 0.028 0.323
H 2.948 -0.704 1.611
H 1.624 1.791 -1.383
H 1.522 1.936 0.476
```

---

# 2
Molecular formula: C4H8NS
Method: DFT, wB97M-V/def2-TZVPD

Properties
energy relative to the best compared isomer or geometry (same formula, charge and spin)	286.57	kJ/mol
HOMO	-13.379	eV
energy	-609.7608	Eh
LUMO	-3.89	eV
F_max	5.69	eV Å⁻¹
charge	+1
SMILES	C=C[C@@H]1[NH2+]CS1
orbital gap	0.349	Eh

```
14
C4H8NS | the OMol25 dataset | wB97M-V/def2-TZVPD
C 2.412 1.105 -0.058
C 1.566 0.133 -0.184
C -0.119 0.173 0.604
N -0.970 -1.001 0.083
C -2.151 -0.122 -0.383
S -1.204 1.422 0.008
H 3.530 0.901 -0.355
H 2.143 2.203 0.096
H 1.703 -0.877 -0.394
H 0.236 -0.023 1.671
H -1.176 -1.693 0.800
H -0.706 -1.680 -0.667
H -2.272 -0.366 -1.376
H -2.991 -0.175 0.154
```

---

# 3
Molecular formula: C13H27BNO2
Method: DFT, wB97M-V/def2-TZVPD

Properties
HOMO	-14.238	eV
energy	-741.5045	Eh
LUMO	-3.40	eV
F_max	0.73	eV Å⁻¹
charge	+1
SMILES	CC(C)CCC1=[NH+][C@H](B(O)O)C[C@H]1CC(C)C
orbital gap	0.398	Eh

```
44
C13H27BNO2 | the OMol25 dataset | wB97M-V/def2-TZVPD
C 0.657 3.976 -2.162
C 0.039 3.356 -0.910
C 1.029 3.441 0.257
C -0.370 1.913 -1.221
C -1.118 1.203 -0.079
C -1.126 -0.270 -0.217
N -1.484 -0.885 -1.292
C -1.343 -2.357 -1.225
B -2.321 -3.234 -2.123
O -2.188 -4.594 -2.043
O -3.329 -2.637 -2.840
C -1.336 -2.567 0.301
C -0.706 -1.262 0.824
C 0.845 -1.282 0.909
C 1.394 -1.210 2.336
C 2.904 -1.432 2.296
C 1.054 0.117 3.027
H 0.759 5.057 -2.061
H 1.648 3.549 -2.345
H 0.053 3.773 -3.050
H -0.852 3.942 -0.654
H 0.813 2.747 1.072
H 2.044 3.232 -0.093
H 1.038 4.448 0.677
H -1.001 1.905 -2.117
H 0.538 1.351 -1.474
H -2.169 1.520 -0.073
H -0.699 1.462 0.893
H -1.838 -0.413 -2.116
H -0.321 -2.579 -1.573
H -1.375 -4.992 -2.381
H -3.187 -2.413 -3.769
H -2.347 -2.682 0.698
H -0.758 -3.452 0.559
H -1.142 -0.971 1.784
H 1.189 -2.217 0.457
H 1.277 -0.455 0.330
H 0.941 -2.029 2.907
H 3.390 -0.613 1.756
H 3.162 -2.361 1.783
H 3.323 -1.476 3.303
H 1.896 0.812 2.966
H 0.840 -0.032 4.086
H 0.178 0.611 2.596
```

---

# 4
Molecular formula: C3H2ClN
Method: DFT, wB97M-V/def2-TZVPD

Properties
energy relative to the best compared isomer or geometry (same formula, charge and spin)	421.67	kJ/mol
HOMO	-8.081	eV
energy	-630.2683	Eh
LUMO	-0.21	eV
F_max	4.65	eV Å⁻¹
charge	0
orbital gap	0.289	Eh

```
7
C3H2ClN | the OMol25 dataset | wB97M-V/def2-TZVPD
C 1.147 -1.063 -0.244
C -1.795 0.086 0.218
C 0.642 0.116 -0.082
N -0.654 0.178 0.091
Cl 1.291 1.915 0.008
H 2.196 -1.248 -0.380
H -2.828 0.016 0.390
```

---

# 5
Molecular formula: CF3O2SZn
Method: DFT, wB97M-V/def2-TZVPD

Properties
energy relative to the best compared isomer or geometry (same formula, charge and spin)	0.00	kJ/mol
HOMO (alpha / beta)	-9.048 / -9.043	eV
multiplicity	2
energy	-2665.5355	Eh
LUMO (alpha / beta)	-2.32 / -2.35	eV
F_max	4.72	eV Å⁻¹
charge	0
orbital gap (alpha / beta)	0.247 / 0.246	Eh

```
8
CF3O2SZn | the OMol25 dataset | wB97M-V/def2-TZVPD
O 2.323 0.300 0.860
Zn 1.849 -1.456 1.063
S -0.586 -1.191 -0.628
O 0.138 -1.591 0.756
C -0.738 0.621 -0.486
F -2.070 0.969 -1.076
F -0.950 0.971 0.789
F 0.034 1.377 -1.278
```

---

# 6
Molecular formula: C10H10Cl2Si
Method: DFT, wB97M-V/def2-TZVPD

Properties
energy relative to the best compared isomer or geometry (same formula, charge and spin)	38.68	kJ/mol
HOMO (alpha / beta)	-5.165 / -9.353	eV
multiplicity	3
energy	-1596.8754	Eh
LUMO (alpha / beta)	0.73 / -2.70	eV
F_max	9.30	eV Å⁻¹
charge	0
orbital gap (alpha / beta)	0.217 / 0.244	Eh

```
23
C10H10Cl2Si | the OMol25 dataset | wB97M-V/def2-TZVPD
C 1.210 2.469 1.061
C 1.271 2.511 -0.307
C 0.920 1.410 1.847
C 1.056 1.329 -0.933
C 0.738 0.246 1.209
C 0.864 0.156 -0.201
C 0.370 -1.058 1.669
C 0.486 -1.928 0.673
C 0.584 -1.210 -0.718
C -2.368 -0.672 -0.449
Si -0.998 -1.449 -1.576
Cl -1.553 -3.486 -1.901
Cl -0.791 -0.524 -3.338
H 1.364 3.404 1.579
H 1.252 3.476 -0.901
H 0.744 1.621 2.924
H 1.057 1.072 -2.044
H 0.004 -1.394 2.576
H 0.138 -3.014 0.634
H 1.473 -1.619 -1.226
H -1.721 -0.220 0.320
H -2.929 0.234 -0.913
H -3.171 -1.355 0.016
```

---

# 7
Molecular formula: C4H7N2
Method: DFT, wB97M-V/def2-TZVPD

Properties
energy relative to the best compared isomer or geometry (same formula, charge and spin)	696.00	kJ/mol
HOMO (alpha / beta)	-14.508 / -14.509	eV
energy	-265.6434	Eh
LUMO (alpha / beta)	-5.87 / -5.87	eV
F_max	4.31	eV Å⁻¹
charge	+1
orbital gap (alpha / beta)	0.317 / 0.317	Eh

```
13
C4H7N2 | the OMol25 dataset | wB97M-V/def2-TZVPD
C 1.578 -0.164 0.069
C 0.338 0.531 -0.040
C 2.816 -0.547 0.118
C -2.120 -0.397 0.189
N -0.654 -0.512 0.061
N -0.090 -1.624 -0.192
H 0.151 1.557 0.389
H 0.393 0.768 -1.153
H 3.537 0.221 0.461
H 3.043 -1.588 -0.318
H -2.661 -0.130 -0.659
H -2.507 -1.361 0.383
H -2.515 0.382 0.900
```

---

# 8
Molecular formula: C4H7O3
Method: DFT, wB97M-V/def2-TZVPD

Properties
energy relative to the best compared isomer or geometry (same formula, charge and spin)	307.92	kJ/mol
HOMO	-1.768	eV
energy	-382.2914	Eh
LUMO	4.07	eV
F_max	3.86	eV Å⁻¹
charge	-1
orbital gap	0.215	Eh

```
14
C4H7O3 | the OMol25 dataset | wB97M-V/def2-TZVPD
C -0.201 -3.023 -0.894
C -0.573 0.387 -1.153
C 0.038 -0.305 1.320
C 0.252 -0.557 -0.288
O 0.900 -3.354 -1.062
O -1.382 -3.085 -0.955
O 1.690 -0.232 -0.398
H -0.025 0.312 -2.135
H -0.620 1.522 -1.038
H -1.644 0.144 -1.016
H 0.394 0.722 1.544
H 0.779 -0.881 1.867
H -1.030 -0.669 1.548
H 2.021 -0.561 -1.168
```